#a
Entry from the Open Molecules 2025 dataset: a molecular structure, C31H32Cl4N7O2PTeTi (the ωB97M-V functional and the def2-TZVPD basis).

```
79
C31H32Cl4N7O2PTeTi (the ωB97M-V functional and the def2-TZVPD basis)
Te 1.27 0.15 2.56
Ti 0.65 0.44 -0.07
Cl -3.48 3.09 -4.91
Cl -0.60 1.81 -4.81
Cl -5.21 3.23 -2.31
Cl -4.05 2.05 0.39
P -2.06 -1.51 2.34
O 0.15 0.89 -2.03
O -1.29 0.95 0.06
N 2.93 1.59 -2.91
N 1.69 2.43 0.05
N 0.43 -1.75 -0.35
N -4.49 -2.42 3.51
N 2.76 -0.45 -0.87
N -3.37 -0.53 4.63
N -2.44 -2.79 4.82
C -1.04 1.43 -2.19
C -4.63 -1.13 4.20
C -0.75 -2.36 -0.51
C 2.71 -0.79 -2.31
C 3.02 2.61 -0.06
C 1.54 -2.49 -0.20
C 3.91 1.48 0.36
C -0.89 -3.74 -0.45
C -1.51 -2.66 3.69
C -3.11 2.03 -1.06
C -3.62 2.53 -2.27
C 2.54 0.02 -4.65
C -3.73 -3.31 4.38
C -1.57 1.92 -3.37
C -2.66 -1.50 5.46
C 0.88 3.48 -0.13
C -2.86 2.48 -3.42
C 2.68 4.91 -0.68
C -1.84 1.47 -1.01
C -3.79 -2.24 2.22
C 2.70 0.34 -3.31
C 1.48 -3.87 -0.14
C 4.03 0.30 -0.60
C 2.81 -1.71 -0.10
C 0.25 -4.50 -0.25
C -2.55 -0.12 3.48
C 2.64 1.01 -5.60
C 2.86 2.32 -5.18
C 3.54 3.85 -0.41
C 1.32 4.72 -0.53
C 2.98 2.55 -3.82
H -1.70 -1.07 5.74
H 1.82 -1.40 -2.49
H 0.19 -5.58 -0.19
H 2.92 3.13 -5.89
H 3.14 3.55 -3.44
H 4.44 0.64 -1.54
H -3.57 -4.26 3.86
H -5.25 -1.30 5.08
H 4.61 3.98 -0.48
H 2.51 0.78 -6.65
H 2.39 -4.44 -0.01
H 2.94 -1.43 0.96
H -1.64 0.36 3.83
H -1.86 -4.20 -0.56
H 3.08 5.87 -0.99
H -3.73 -3.21 1.72
H -1.59 -1.70 -0.65
H 3.51 1.12 1.32
H 3.58 -1.43 -2.54
H 4.92 1.86 0.52
H 0.61 5.52 -0.70
H -1.33 -3.66 3.26
H -4.40 -1.58 1.59
H 2.33 -1.01 -4.94
H -3.25 -1.67 6.36
H -3.10 0.63 2.89
H -0.17 3.27 0.04
H -4.34 -3.50 5.27
H 4.76 -0.40 -0.17
H 3.66 -2.33 -0.44
H -5.15 -0.44 3.54
H -0.54 -2.30 4.06
```

Calculated values
total charge = -1
⟨S²⟩ = 0.76
gap between HOMO and LUMO (spin up / spin down) = 0.1932 / 0.1969 Eh
spin multiplicity = 2


#b
Entry from the Open Molecules 2025 dataset: a molecular structure, C31H32Cl4N7O2PTeTi (the ωB97M-V functional and the def2-TZVPD basis).

```
79
C31H32Cl4N7O2PTeTi (the ωB97M-V functional and the def2-TZVPD basis)
Te 0.12 -1.68 -1.92
Ti 0.11 0.13 0.26
Cl -4.43 0.06 -1.48
Cl -4.41 5.33 -0.28
Cl -1.48 5.07 0.77
Cl -5.90 2.81 -1.36
P -1.85 -1.36 1.85
O -1.71 0.15 -0.19
O -0.43 2.26 0.54
N 0.38 1.74 -1.92
N -4.60 -1.53 2.45
N -3.23 -3.25 3.48
N 2.48 0.47 -0.18
N 0.79 0.72 2.01
N -3.69 -3.33 1.09
N 1.09 -1.50 0.77
C -3.62 3.79 -0.28
C -4.28 2.68 -0.78
C -1.37 2.88 -3.09
C -0.83 4.11 -2.74
C 2.11 0.77 2.30
C -4.34 -2.34 3.63
C -3.64 1.44 -0.79
C -2.32 3.68 0.19
C 0.33 4.12 -1.98
C 2.56 -3.89 0.73
C -1.97 -2.53 3.34
C -0.72 1.73 -2.66
C 1.27 -2.23 1.87
C 1.71 1.24 4.62
C 2.60 1.03 3.56
C -3.52 -0.58 2.21
C 2.79 -0.79 -0.85
C -4.79 -2.40 1.31
C 2.15 2.89 -0.73
C -2.35 1.29 -0.29
C -3.46 -4.08 2.31
C 2.43 -3.21 -0.42
C 0.89 2.92 -1.57
C 0.34 1.25 4.31
C 2.00 -3.38 1.94
C -0.06 1.02 3.02
C 1.76 -1.88 -0.46
C -1.65 2.45 0.19
C -2.50 -2.64 0.64
C 3.08 0.48 1.17
C 2.95 1.62 -0.97
H 3.07 -4.85 0.75
H -3.82 0.06 1.38
H 2.86 1.37 -2.03
H -1.81 -1.93 4.25
H -5.24 -2.93 3.84
H -2.70 -2.15 -0.32
H -0.40 1.44 5.08
H -4.16 -1.68 4.48
H -1.70 -3.38 0.48
H -2.27 2.81 -3.68
H 0.79 5.06 -1.68
H 1.86 2.97 0.33
H 3.51 -0.50 1.38
H 2.81 -3.58 -1.36
H 2.06 1.40 5.63
H 0.77 -1.85 2.77
H -1.11 1.08 2.75
H 2.77 -0.65 -1.93
H -1.30 5.03 -3.05
H -4.35 -4.70 2.51
H 4.02 1.81 -0.76
H -5.70 -2.99 1.49
H -3.42 0.05 3.11
H -1.16 -3.26 3.28
H 2.76 3.77 -0.97
H 2.08 -3.94 2.86
H -2.60 -4.74 2.16
H 3.82 -1.13 -0.59
H -4.93 -1.80 0.41
H 3.90 1.21 1.22
H 3.66 1.06 3.73
H -1.09 0.75 -2.94
```

Calculated values
total charge = -1
⟨S²⟩ = 0.76
gap between HOMO and LUMO (spin up / spin down) = 0.2027 / 0.2022 Eh
spin multiplicity = 2


Order from most stable to least stable according to the calculation: #a, #b


#a
Entry from the Open Molecules 2025 dataset: a single C5H7ClS molecule (the ωB97M-V functional and the def2-TZVPD basis).

```
14
C5H7ClS (the ωB97M-V functional and the def2-TZVPD basis)
Cl -1.63 -1.68 0.50
S 1.25 2.06 -0.08
C 0.08 -1.43 -0.27
C 0.83 -0.46 0.80
C -0.26 0.95 -0.71
C -0.02 -0.44 -1.46
C 0.23 0.93 0.75
H -0.71 2.04 -0.99
H -0.77 -0.65 -2.30
H 1.90 -0.51 0.50
H 0.66 -2.24 -0.40
H 0.95 -0.45 -1.94
H -0.62 1.22 1.48
H 1.02 -1.03 1.76
```

Calculated values
total charge = 0
gap between HOMO and LUMO = 0.3477 Eh
SMILES string = Cl[C@H]1C[C@@H]2S[C@@H]2C1


#b
Entry from the Open Molecules 2025 dataset: a single C5H7ClS molecule (the ωB97M-V functional and the def2-TZVPD basis).

```
14
C5H7ClS (the ωB97M-V functional and the def2-TZVPD basis)
Cl -2.85 -0.29 -0.60
S 2.07 -0.31 -0.59
C -0.32 0.60 -0.47
C -0.24 -0.46 0.64
C -1.52 0.26 0.27
C 0.97 1.27 -0.23
C 0.67 -1.43 -0.03
H -0.41 -0.08 -1.39
H 0.33 -2.05 -0.88
H -1.92 1.11 1.04
H 0.94 -2.14 0.68
H 0.90 1.71 0.84
H 1.21 2.12 -0.89
H 0.18 -0.31 1.61
```

Calculated values
total charge = 0
gap between HOMO and LUMO = 0.3547 Eh
SMILES string = ClC1[C@H]2CSC[C@H]12


Order from most stable to least stable according to the calculation: #a, #b


#a
Entry from the Open Molecules 2025 dataset: 2 unconnected molecules or ions with the total composition C5H12NP (the ωB97M-V functional and the def2-TZVPD basis).

```
19
C5H12NP (the ωB97M-V functional and the def2-TZVPD basis)
P -1.61 -0.63 -2.40
N -1.05 0.75 -1.85
C 1.44 0.62 -0.32
C 0.46 -1.32 0.93
C 0.27 0.20 0.65
C -1.11 0.51 0.84
C 1.42 1.04 1.14
H -1.45 1.55 0.75
H -0.20 -1.68 1.66
H 2.06 -0.12 -0.71
H -2.28 -1.12 -1.39
H -0.57 -1.44 -2.01
H 1.18 2.04 1.55
H 1.23 1.21 -1.21
H -2.03 -0.14 1.04
H 0.42 -1.89 0.04
H 2.10 0.48 1.77
H -1.73 1.39 -1.83
H 1.46 -1.44 1.33
```

Calculated values
total charge = 0
gap between HOMO and LUMO (spin up / spin down) = 0.2377 / 0.3294 Eh


#b
Entry from the Open Molecules 2025 dataset: 2 unconnected molecules or ions with the total composition C5H12NP (the ωB97M-V functional and the def2-TZVPD basis).

```
19
C5H12NP (the ωB97M-V functional and the def2-TZVPD basis)
P -0.37 -0.91 2.60
N 0.00 0.69 2.86
C -0.23 -0.51 -0.83
C -1.16 0.55 -1.32
C 1.90 0.83 -0.54
C -1.02 -1.76 -0.64
C 1.01 -0.31 -0.40
H 1.59 -1.15 -0.05
H -1.86 -1.31 -0.04
H 2.69 0.59 -1.31
H -1.81 0.83 -0.48
H 1.25 1.64 -0.83
H -1.85 0.19 -2.05
H -0.70 1.40 -1.70
H -0.49 -2.51 -0.19
H -1.57 -2.06 -1.49
H 2.41 1.25 0.36
H 0.85 1.09 3.23
H -0.65 1.45 2.83
```

Calculated values
total charge = 0
gap between HOMO and LUMO (spin up / spin down) = 0.2530 / 0.2533 Eh


Order from most stable to least stable according to the calculation: #b, #a


#a
Entry from the Open Molecules 2025 dataset: a single C4H8FIO molecule (the ωB97M-V functional and the def2-TZVPD basis).

```
15
C4H8FIO (the ωB97M-V functional and the def2-TZVPD basis)
I -3.45 -0.02 -0.08
F -1.07 0.22 1.67
O -1.28 -2.04 -0.14
C 0.90 -1.05 0.46
C -0.53 -0.89 -0.28
C -1.17 0.31 0.32
C -0.54 1.81 -0.13
H 0.77 -1.73 1.26
H 0.29 1.94 0.61
H -0.29 -0.91 -1.37
H 1.15 -0.04 0.72
H -1.37 2.55 0.07
H 1.62 -1.37 -0.32
H -0.25 1.81 -1.20
H -1.41 -2.20 0.82
```

Calculated values
total charge = 0
gap between HOMO and LUMO = 0.3407 Eh
SMILES string = C[C@@H](O)[C@](C)(F)I


#b
Entry from the Open Molecules 2025 dataset: 2 unconnected molecules or ions with the total composition C4H8FIO (the ωB97M-V functional and the def2-TZVPD basis).

```
15
C4H8FIO (the ωB97M-V functional and the def2-TZVPD basis)
I -3.91 0.16 -0.14
F -1.29 -1.76 0.17
O 1.64 0.26 -0.34
C -0.46 1.17 0.71
C 0.22 0.07 -0.15
C 0.91 -2.30 0.40
C -0.02 -1.36 0.14
H 1.93 -2.09 0.21
H -0.93 0.78 1.61
H 2.17 -0.23 0.43
H 0.36 1.84 0.99
H 0.60 -3.24 0.71
H -0.22 0.40 -1.12
H -1.15 1.71 0.23
H -3.91 -0.52 -1.55
```

Calculated values
total charge = 0
gap between HOMO and LUMO = 0.3776 Eh
SMILES string = C=C(F)[C@@H](C)O.I


Order from most stable to least stable according to the calculation: #a, #b